No. 1
{
  "formula": "C7H14",
  "method": "the ωB97M-V functional and the def2-TZVPD basis",
  "e_homo_ha": [-0.5733, -0.5738],
  "spin_multiplicity": 2,
  "charge": 1,
  "e_above_lowest_kcal_mol": 17.7,
  "species": ["C", "C", "C", "C", "C", "C", "C", "H", "H", "H", "H", "H", "H", "H", "H", "H", "H", "H", "H", "H", "H"],
  "coordinates": [[-1.98489, 1.66681, 0.48981], [-2.04645, 0.38824, -0.35570], [-0.65574, -0.06950, -0.91351], [0.41730, -0.20083, 0.12687], [0.08189, -0.66455, 1.40063], [1.85949, 0.02560, -0.21268], [2.52626, -1.37148, -0.41552], [-1.15600, 2.32362, 0.20092], [-2.88112, 2.19319, 0.14207], [-1.88183, 1.49144, 1.55170], [-2.68633, 0.29006, -1.21952], [-2.46814, -0.34004, 0.36028], [-0.35362, 0.72684, -1.60284], [-0.78163, -1.01763, -1.44783], [-0.90511, -0.89557, 1.78729], [0.82357, -0.58814, 2.19370], [1.94768, 0.57609, -1.14958], [2.31455, 0.65304, 0.55633], [3.52731, -1.42660, -0.83440], [1.89743, -1.83284, -1.17547], [2.40537, -1.92775, 0.51746]],
  "mulliken_charge": [-1.090, -0.730, -0.468, 0.782, -0.836, -0.657, -1.064, 0.346, 0.332, 0.355, 0.455, 0.340, 0.377, 0.371, 0.362, 0.347, 0.326, 0.399, 0.355, 0.361, 0.337]
}



No. 2
{
  "formula": "C20H29N3P2PmS",
  "method": "the ωB97M-V functional and the def2-TZVPD basis",
  "e_homo_ha": [-0.3372, -0.3381],
  "spin_multiplicity": 5,
  "charge": 1,
  "species": ["C", "C", "C", "C", "C", "C", "C", "C", "C", "C", "C", "C", "C", "H", "H", "H", "H", "H", "H", "H", "N", "Pm", "C", "H", "H", "C", "H", "H", "P", "P", "C", "H", "H", "H", "C", "H", "H", "H", "C", "H", "H", "H", "C", "H", "H", "H", "H", "H", "N", "C", "N", "S", "H", "H", "H", "H"],
  "coordinates": [[-1.69579, 2.96910, -3.62910], [-1.35534, 1.78061, -3.00619], [0.03228, 1.45403, -2.96561], [1.03192, 2.36212, -3.33812], [0.64079, 3.53849, -3.98395], [-0.72001, 3.82899, -4.14504], [2.45819, 2.00197, -3.00469], [2.69503, 0.51316, -3.08977], [1.63833, -0.32626, -2.72172], [1.79912, -1.72880, -2.55637], [3.01412, -2.27609, -2.94061], [4.04373, -1.46655, -3.44208], [3.88920, -0.07813, -3.50362], [-2.75193, 3.22823, -3.74810], [1.39833, 4.20338, -4.38336], [-1.01453, 4.72185, -4.69424], [3.14401, 2.52291, -3.67825], [3.16960, -3.35425, -2.87846], [4.96432, -1.91666, -3.80840], [4.68243, 0.55244, -3.89845], [0.39072, 0.21815, -2.44194], [0.58623, 0.74751, -0.12403], [-2.38950, 0.86658, -2.36024], [-2.24355, -0.15823, -2.73543], [-3.40851, 1.17463, -2.64569], [0.66108, -2.56298, -2.00492], [-0.23860, -2.38705, -2.61492], [0.89001, -3.63644, -2.07426], [-2.27562, 0.74082, -0.51624], [0.10908, -2.21311, -0.27346], [1.30949, -3.15993, 0.74744], [1.02004, -3.09955, 1.80690], [1.37472, -4.21953, 0.45925], [2.29872, -2.70443, 0.63431], [-1.40201, -3.24302, -0.10078], [-1.20557, -4.32536, -0.18565], [-1.84419, -3.05514, 0.89040], [-2.14221, -2.96884, -0.86824], [-2.70777, 2.45451, -0.01452], [-3.59435, 2.85819, -0.51932], [-2.87823, 2.49619, 1.06844], [-1.86960, 3.12442, -0.24115], [-3.77836, -0.20018, -0.00135], [-3.73200, -0.35951, 1.08900], [-4.74500, 0.29436, -0.21613], [-3.80917, -1.19720, -0.47163], [2.75428, 2.39057, -1.99043], [2.12278, -0.28621, 0.16309], [0.20425, 1.14565, 4.56091], [-0.06301, -0.01842, 3.89283], [-0.13607, -1.16870, 4.58021], [-0.33813, -0.04151, 2.20868], [0.20204, 1.20912, 5.56328], [0.29490, 2.00179, 4.01823], [-0.32836, -2.01574, 4.05027], [-0.17612, -1.22773, 5.60140]],
  "mulliken_charge": [-0.792, 0.219, 0.688, 0.792, -1.114, -0.784, -1.165, 0.652, 0.707, 0.321, -0.797, -0.810, -1.148, 0.391, 0.440, 0.392, 0.558, 0.389, 0.394, 0.438, -0.261, 0.432, -1.219, 0.321, 0.590, -1.235, 0.345, 0.548, 1.028, 1.107, -1.159, 0.275, 0.424, 0.292, -1.318, 0.421, 0.341, 0.315, -1.275, 0.411, 0.389, 0.312, -1.231, 0.335, 0.408, 0.329, 0.159, -0.115, -0.400, 0.632, -0.374, -0.407, 0.202, 0.185, 0.193, 0.229]
}



No. 3
{
  "formula": "C31H35AsAuN6O3S",
  "method": "the ωB97M-V functional and the def2-TZVPD basis",
  "e_homo_ha": [-0.4067, -0.3957],
  "charge": 1,
  "e_above_lowest_kcal_mol": 53.3,
  "species": ["Au", "N", "C", "N", "C", "N", "C", "C", "N", "C", "C", "N", "H", "H", "H", "H", "H", "C", "C", "C", "C", "C", "C", "As", "N", "C", "C", "C", "C", "C", "C", "C", "C", "C", "C", "C", "C", "C", "C", "C", "C", "C", "C", "H", "H", "H", "H", "H", "H", "H", "H", "H", "H", "H", "H", "H", "H", "H", "H", "H", "H", "H", "H", "H", "H", "H", "H", "H", "H", "H", "C", "S", "O", "O", "O", "H", "H", "H"],
  "coordinates": [[0.53276, 1.81012, -1.68353], [-0.15359, 2.74316, -5.93143], [-0.19388, 1.82653, -4.95918], [0.10299, 2.40928, -3.81751], [0.35067, 3.70027, -4.16198], [0.19651, 3.94442, -5.44157], [0.84416, 4.66096, -3.16874], [0.93895, 6.02715, -3.40086], [1.45390, 6.84641, -2.49609], [1.88571, 6.30153, -1.36244], [1.78577, 4.93898, -1.12127], [1.25583, 4.12548, -2.02601], [-0.32643, 2.62927, -6.91938], [-0.43414, 0.78916, -5.10710], [0.59644, 6.45325, -4.33528], [2.32028, 6.96529, -0.62718], [2.13682, 4.49135, -0.20117], [-1.70882, -5.81846, -2.55688], [-1.21668, -4.57780, -1.86841], [-0.24727, -4.64300, -0.87925], [0.22298, -3.51202, -0.22790], [1.27487, -3.69117, 0.83994], [-0.32819, -2.27196, -0.60086], [0.24185, -0.78638, 0.45487], [-0.40777, 0.79473, -0.05823], [-1.28612, 1.48484, 0.76322], [-2.28693, 0.83024, 1.49804], [-3.16342, 1.55057, 2.28502], [-3.05898, 2.93315, 2.35901], [-2.08506, 3.59932, 1.61618], [-1.21863, 2.88583, 0.81932], [0.00894, -1.04153, 2.34284], [0.88777, -0.29782, 3.13435], [1.88767, 0.66808, 2.55227], [0.80792, -0.45586, 4.51269], [-0.10565, -1.32015, 5.09871], [-0.17782, -1.48278, 6.59066], [-0.97188, -2.03317, 4.27220], [-0.93800, -1.91582, 2.89239], [-1.92702, -2.71377, 2.07836], [-1.27688, -2.15735, -1.63131], [-1.85103, -0.85775, -2.11514], [-1.71267, -3.32867, -2.22770], [-1.23599, -6.71055, -2.15216], [-1.49452, -5.77233, -3.62528], [-2.78871, -5.92039, -2.44528], [0.16664, -5.60555, -0.60436], [1.67875, -4.70085, 0.79142], [0.86467, -3.55001, 1.83918], [2.10135, -2.99863, 0.70173], [-2.40556, -0.23876, 1.40340], [-3.94038, 1.03449, 2.83129], [-3.74536, 3.49391, 2.97730], [-2.01392, 4.67699, 1.66166], [-0.45644, 3.38107, 0.22818], [2.48437, 0.23004, 1.75040], [2.56666, 1.02422, 3.32420], [1.38012, 1.54138, 2.13139], [1.48294, 0.11143, 5.14108], [0.59928, -0.90929, 7.09072], [-0.06531, -2.53070, 6.86888], [-1.14529, -1.14828, 6.96719], [-1.70376, -2.69669, 4.71844], [-2.86480, -2.80828, 2.62437], [-1.56303, -3.72346, 1.88242], [-2.14074, -2.26559, 1.10713], [-1.06397, -0.15027, -2.37135], [-2.48679, -0.39036, -1.35848], [-2.46281, -1.02674, -2.99979], [-2.45433, -3.26203, -3.01449], [4.64056, -0.16886, -1.81981], [2.93720, -0.23108, -1.37441], [2.15501, -0.17682, -2.60731], [2.74771, -1.47376, -0.61365], [2.68195, 0.93489, -0.51553], [4.84032, -1.00682, -2.48151], [5.23294, -0.24079, -0.91290], [4.81531, 0.77458, -2.32774]],
  "mulliken_charge": [1.300, 0.115, -0.425, -0.270, 0.294, -0.670, 0.385, -0.307, -0.558, -0.365, -0.353, -0.067, 0.197, 0.517, 0.448, 0.387, 0.490, -1.597, 0.516, -0.976, -0.164, -1.521, 1.285, 2.447, 0.170, 0.654, 0.131, -0.920, -0.567, -0.706, -0.680, 1.237, -0.237, -1.790, -1.153, 0.540, -1.538, -1.199, 0.806, -1.850, 0.403, -1.038, -0.999, 0.366, 0.362, 0.357, 0.379, 0.523, 0.260, 0.167, 0.541, 0.474, 0.409, 0.443, 0.218, 0.331, 0.471, 0.220, 0.389, 0.377, 0.358, 0.329, 0.532, 0.524, 0.332, 0.173, -0.201, 0.264, 0.491, 0.467, -1.245, 1.136, -0.661, -0.636, -0.609, 0.378, 0.347, 0.364]
}



No. 4
{
  "formula": "C18H25F3N6O2RuSSi",
  "method": "the ωB97M-V functional and the def2-TZVPD basis",
  "e_homo_ha": [-0.2865, -0.2841],
  "spin_multiplicity": 5,
  "charge": 0,
  "e_above_lowest_kcal_mol": 1.5,
  "species": ["Ru", "C", "C", "C", "C", "C", "C", "N", "N", "Si", "C", "C", "C", "H", "H", "H", "H", "H", "H", "H", "H", "H", "H", "H", "H", "H", "H", "H", "N", "C", "N", "C", "C", "C", "C", "C", "C", "H", "H", "H", "H", "H", "H", "F", "C", "F", "F", "C", "O", "O", "S", "N", "N", "H", "H", "H", "H"],
  "coordinates": [[0.21586, 0.00157, -0.24707], [0.35436, -2.15123, -3.95765], [0.68274, -2.85762, -2.67247], [1.31277, -4.08946, -2.65794], [1.61265, -4.64885, -1.42219], [1.32192, -3.97328, -0.25942], [0.70118, -2.71445, -0.33283], [0.34398, -2.22223, -1.54700], [0.47886, -1.84444, 0.69796], [1.10735, -2.03121, 2.31979], [0.39140, -3.58187, 3.09244], [2.96811, -2.12193, 2.37258], [0.53190, -0.57173, 3.32679], [-0.03951, -2.84536, -4.69993], [1.25675, -1.69713, -4.37292], [-0.36300, -1.35077, -3.78589], [1.56366, -4.58657, -3.58420], [2.10235, -5.61332, -1.36644], [1.59143, -4.39172, 0.69887], [0.82063, -4.50047, 2.69137], [-0.68984, -3.62704, 2.94588], [0.58489, -3.57665, 4.16821], [3.36659, -2.96584, 1.80852], [3.28876, -2.23151, 3.41235], [3.41277, -1.20940, 1.97346], [-0.55630, -0.55699, 3.42484], [0.85106, 0.37436, 2.88807], [0.95198, -0.63484, 4.33342], [-2.38647, 2.71951, 2.17478], [-1.89416, 1.54690, 1.72159], [-0.81119, 1.68809, 1.00782], [-0.57843, 3.06491, 0.95272], [0.41954, 3.78665, 0.30008], [0.38828, 5.15944, 0.42687], [-0.60331, 5.81034, 1.18014], [-1.59858, 5.10615, 1.82567], [-1.56232, 3.72222, 1.69004], [-3.21530, 2.83454, 2.72966], [-2.36661, 0.60457, 1.94625], [1.17454, 3.28450, -0.28938], [1.14452, 5.75203, -0.06992], [-0.58868, 6.88968, 1.25147], [-2.36635, 5.60694, 2.39993], [-0.99680, 1.56013, -4.61405], [-0.73114, 2.54463, -3.72871], [-0.22178, 3.57090, -4.39850], [-1.91308, 2.93512, -3.20844], [0.21955, 2.02464, -2.61851], [1.34894, 2.43961, -2.55336], [-0.37474, 1.13526, -1.89982], [2.20844, 0.68594, 0.06378], [-2.93039, 0.25669, -0.86240], [-1.91987, -0.72509, -0.60021], [-3.63495, -0.14074, -1.47574], [-2.45952, 0.99575, -1.38098], [-1.70895, -1.32716, -1.39385], [-2.20645, -1.31219, 0.17449]],
  "mulliken_charge": [0.079, -1.334, 0.311, -0.761, -0.647, -0.631, 0.991, 0.211, 0.489, -0.435, -1.103, -0.927, -0.884, 0.428, 0.264, 0.176, 0.441, 0.425, 0.220, 0.338, 0.326, 0.362, 0.336, 0.370, 0.301, 0.203, 0.184, 0.439, -0.023, -0.908, 0.818, 0.464, -0.513, -0.927, -0.397, -1.094, 0.788, 0.221, 0.480, 0.212, 0.420, 0.384, 0.405, -0.253, 0.666, -0.246, -0.262, 0.272, -0.538, -0.007, -0.349, -0.706, -0.122, 0.279, 0.170, 0.310, 0.282]
}